{
  "formula": "C41H104N6O12",
  "method": "ωB97M-V/def2-TZVPD",
  "elements": ["H", "H", "H", "C", "H", "H", "H", "C", "C", "H", "H", "H", "H", "C", "N", "H", "H", "C", "C", "C", "O", "C", "H", "O", "C", "H", "C", "H", "C", "C", "H", "C", "H", "H", "H", "C", "H", "H", "H", "O", "H", "H", "H", "H", "H", "H", "H", "H", "H", "C", "N", "H", "H", "H", "H", "H", "H", "N", "H", "O", "H", "H", "H", "H", "H", "H", "C", "H", "H", "C", "H", "O", "H", "H", "H", "H", "O", "C", "H", "H", "H", "H", "H", "H", "H", "C", "H", "C", "H", "H", "C", "O", "H", "N", "H", "C", "H", "O", "H", "C", "H", "H", "H", "H", "H", "H", "H", "H", "H", "H", "H", "H", "H", "C", "C", "C", "N", "C", "H", "C", "H", "H", "C", "H", "H", "H", "H", "C", "C", "H", "O", "H", "H", "H", "C", "C", "O", "C", "H", "H", "H", "O", "C", "C", "H", "C", "C", "H", "N", "H", "H", "H", "H", "O", "H", "H", "C", "H", "H", "C", "C", "H", "H"],
  "coordinates": [[-0.505, 0.168, -4.862], [5.685, -2.944, 0.164], [0.564, -5.231, 0.949], [4.037, -1.127, 1.364], [5.538, 1.829, -1.810], [1.365, 2.800, -0.838], [-7.341, -2.197, 1.621], [3.945, -1.821, -1.132], [-1.815, -0.815, -4.027], [-1.686, -0.509, 3.765], [2.982, -2.475, 2.622], [9.014, 1.010, -1.799], [2.826, -2.850, 0.964], [-6.694, -1.720, 2.357], [-0.497, -4.947, -0.850], [-2.440, 4.215, 4.342], [3.885, 7.054, -0.919], [-0.026, -0.313, 6.268], [-3.027, -1.873, -4.269], [3.549, -2.482, 1.691], [-0.476, -0.526, -0.795], [1.249, 3.977, 1.478], [1.473, 4.577, 2.360], [1.045, 0.783, -4.225], [-3.527, -1.661, -6.667], [3.281, 3.638, -2.109], [-5.169, -2.504, -5.123], [1.476, -5.700, -1.591], [5.727, 0.782, -1.577], [0.671, -1.455, 4.035], [0.361, 6.315, -1.722], [4.903, 0.436, -0.348], [-0.980, 2.875, 0.308], [-1.054, -1.340, -3.449], [-2.927, -0.786, -6.919], [2.177, 1.300, -4.379], [-0.391, 4.563, -3.825], [0.685, 3.148, -2.471], [-5.409, 0.110, -5.743], [2.765, 5.383, -1.155], [-7.181, 0.797, 1.753], [-1.017, -2.614, 1.127], [7.386, -0.476, 1.264], [-0.838, -2.287, 6.242], [-4.861, 0.273, -4.022], [2.861, 0.061, 6.189], [-3.400, -1.305, -0.977], [-1.007, 4.473, 5.270], [-4.367, -2.302, 1.085], [-1.907, 1.509, 4.484], [0.215, -0.166, 4.725], [3.112, 7.129, -2.402], [-5.667, -2.235, -4.192], [-1.963, -0.294, 0.094], [4.457, -1.722, -2.089], [-1.444, 2.825, -1.374], [3.193, -0.439, 1.312], [0.023, 4.388, -0.929], [-1.921, -6.612, -1.241], [-1.098, 2.536, 4.895], [3.884, 0.737, -0.589], [3.752, -2.865, -0.885], [4.613, -0.781, 2.221], [-0.255, 0.671, 6.676], [-2.170, 0.004, -3.402], [-2.448, 3.741, 5.977], [7.066, -1.512, 1.154], [3.322, 1.321, 5.375], [8.092, 0.172, -3.050], [-0.432, 5.572, -1.811], [3.002, -1.321, -1.355], [3.263, 0.753, -4.096], [0.910, -0.657, 6.708], [5.403, 0.178, -2.424], [-1.988, 4.705, -3.050], [2.191, 4.794, -3.053], [-2.786, -0.159, 0.570], [-1.022, 0.351, 3.854], [-2.447, -4.053, -0.755], [-1.190, -3.018, -1.390], [4.368, -3.180, 1.865], [-0.385, 5.419, 0.929], [-2.601, 1.805, 3.697], [-0.152, -2.169, 4.071], [-2.502, 1.051, 5.274], [0.604, -5.147, -1.939], [-1.292, 6.014, -1.307], [3.606, 6.408, -1.750], [-0.317, -3.531, 2.452], [-4.378, 0.067, -0.765], [0.482, 4.938, 0.478], [-2.040, -4.239, 1.813], [-3.839, 0.764, -5.411], [-4.064, -1.434, -5.254], [-4.384, -1.738, -7.337], [0.526, 0.048, -0.369], [-0.353, -7.036, -0.470], [1.367, 0.596, -1.281], [-4.678, -3.475, -5.194], [8.034, 0.932, -2.271], [-4.293, -1.067, 3.200], [-2.011, 4.190, -0.367], [1.415, -2.023, 4.594], [-5.574, -1.867, -0.126], [1.134, 5.780, 0.244], [6.493, -1.900, -0.975], [-1.878, -4.411, -2.390], [-2.438, -3.858, 2.600], [3.235, 2.253, -4.602], [-5.557, 0.201, 3.521], [0.761, 3.031, 1.714], [-5.912, 1.231, 0.689], [-1.189, -1.327, 7.697], [2.419, 4.305, -2.106], [-1.160, -1.312, 6.607], [1.176, 3.565, -1.592], [4.737, -1.088, 0.003], [-1.187, 3.502, -0.559], [3.361, -0.204, 4.592], [-1.188, -6.335, -0.484], [4.525, 6.015, -2.185], [1.055, 1.807, 5.077], [-4.886, -1.466, 0.618], [8.009, -2.045, 1.030], [6.726, -1.904, 2.113], [-5.868, -2.418, -5.954], [-7.073, -0.100, 0.222], [-4.572, 0.044, -5.048], [0.068, -4.384, 0.477], [5.298, 1.073, 0.445], [0.805, 0.252, 0.828], [1.019, -1.395, 3.004], [-3.015, -2.622, -6.699], [0.878, -3.751, 0.112], [-1.577, -4.037, -1.412], [-6.498, 0.373, 1.018], [7.084, 0.485, -1.310], [-1.805, 3.751, 5.096], [-1.678, -6.323, 0.490], [-0.625, 0.650, 2.883], [0.384, -5.713, -2.844], [2.332, 2.474, -4.840], [-3.839, -0.689, -0.192], [-4.878, -0.243, 2.792], [-2.134, -1.218, 6.127], [1.355, 0.860, 4.629], [2.709, 0.442, 5.179], [2.243, 3.738, 1.098], [-5.730, -0.753, 1.689], [-4.388, 0.622, 2.344], [1.383, 1.052, 3.557], [-1.349, 6.100, -3.647], [0.850, -4.133, -2.253], [-1.300, -0.275, -5.166], [-2.588, -2.849, -4.473], [-7.282, -1.296, 3.171], [-1.014, 5.177, -3.174], [-3.596, -2.039, -3.354], [7.703, 1.902, -2.640], [6.071, -1.933, 0.030], [-0.800, -3.623, 1.479], [1.164, 0.293, -2.169], [-6.086, -2.515, 2.787]],
  "forces_ev_per_angstrom": [[1.514, 0.835, -0.262], [0.351, -0.005, 0.272], [-0.175, -0.127, 0.001], [-0.640, 0.520, -0.531], [0.101, 0.200, -0.017], [0.228, 0.016, -0.426], [-0.042, 0.297, -0.065], [-0.359, 1.293, 0.290], [-1.903, -1.037, 0.790], [0.195, -0.073, -0.210], [0.163, 0.252, 0.191], [-0.207, 0.057, 0.114], [0.260, -0.188, -0.121], [0.304, -0.974, -0.696], [-1.930, -1.626, 0.238], [0.162, -0.908, -1.000], [0.237, -0.261, 0.203], [-1.607, -0.731, -1.055], [1.631, 1.907, 0.997], [-0.645, -1.185, 0.544], [-2.075, -1.582, -0.979], [-0.197, 0.797, -1.426], [-0.451, -0.072, 0.163], [-1.353, -0.208, 0.485], [-0.509, 0.955, 0.052], [-0.248, -0.274, -0.603], [0.083, 1.681, -0.066], [-0.082, 0.382, 0.812], [0.615, -1.548, -0.107], [-0.599, -0.871, 1.155], [0.185, -0.264, -0.700], [-0.325, -0.309, -1.076], [0.281, 0.275, -0.018], [0.010, -0.247, 0.221], [0.314, -0.511, -0.108], [-2.359, -4.965, 1.307], [0.062, 0.301, -0.032], [0.174, -0.541, 0.130], [-0.214, 0.068, 0.314], [0.047, -0.279, -1.436], [-0.142, -0.268, 0.049], [0.286, 0.204, -0.283], [-0.624, 0.113, -0.446], [0.153, -0.293, 0.453], [0.058, -0.503, -0.072], [-1.175, -0.465, 0.208], [-0.343, -0.725, 0.085], [-0.185, 0.107, 0.201], [-0.245, -0.037, 0.367], [1.054, -2.298, -0.679], [0.352, 0.617, -0.145], [-0.452, -0.631, -0.570], [-0.096, -0.758, 0.038], [1.491, -0.101, -0.645], [0.534, -0.138, 0.390], [0.110, 0.217, -0.179], [-0.111, 0.087, -0.407], [0.295, 0.033, 1.406], [0.280, 0.191, -0.156], [-0.514, 0.739, -0.461], [-0.152, 0.050, 0.253], [0.434, 0.245, 0.108], [0.881, 0.230, -0.720], [0.109, 0.133, -0.441], [-0.398, -0.045, 0.533], [0.153, -0.388, 0.302], [-0.224, -0.990, -0.171], [-0.175, 0.557, -0.737], [0.066, 0.296, -0.388], [-0.623, -0.648, 0.703], [-0.120, 0.231, 0.598], [1.038, -1.182, 1.064], [-0.123, -0.018, -0.253], [-0.274, 0.239, -0.374], [0.154, -0.535, 0.285], [0.290, -0.413, -0.258], [-1.637, 0.111, 0.973], [-0.094, 0.542, 1.621], [0.143, -0.270, 0.154], [0.099, 0.092, -0.481], [-0.139, -0.203, -0.234], [-0.333, -0.515, -0.004], [-0.068, 0.098, -0.273], [-0.378, 0.366, -0.157], [-0.125, 0.230, 0.477], [0.071, 0.651, 0.684], [0.161, 0.039, 0.483], [0.029, 0.224, 1.279], [1.077, -0.038, -0.515], [0.005, 0.577, 0.020], [0.724, 0.223, -0.177], [-0.411, -0.973, -1.069], [0.385, -0.437, 0.206], [0.042, -1.011, -0.714], [0.048, 0.240, 0.018], [0.834, 1.247, 0.909], [-0.250, -0.157, 0.028], [0.839, -0.207, 0.800], [-0.191, 0.107, 0.431], [-0.445, -0.228, -0.051], [0.205, 0.453, -0.106], [0.070, -0.138, 0.080], [0.374, 0.747, 0.405], [-0.287, -0.071, 0.244], [0.161, -0.344, -0.014], [-0.031, 0.410, 0.208], [0.275, 0.199, 0.008], [0.319, 0.077, 0.081], [3.109, 2.380, -0.861], [0.049, -0.383, 0.291], [-0.230, 0.185, 0.105], [0.535, -0.587, -0.172], [-0.490, -0.204, -0.113], [-0.378, 2.131, 1.910], [1.373, -0.326, -0.557], [-1.170, 0.188, 0.318], [1.133, -0.012, -0.550], [0.732, 0.176, -0.947], [-0.472, -0.057, -0.528], [1.092, 0.579, -0.567], [-0.185, -0.167, -0.179], [-0.396, -0.427, 0.197], [0.415, -0.646, -0.133], [-0.036, -0.171, -0.459], [-0.240, 0.261, 0.131], [0.045, 0.176, 0.113], [0.059, 0.331, -0.055], [0.139, -1.385, -1.149], [0.979, -0.671, -0.791], [-0.073, -0.850, 0.655], [0.378, -0.002, 0.519], [-0.275, 1.025, 0.041], [0.253, 0.351, 0.120], [-0.106, 0.459, 0.400], [0.393, -0.091, 0.614], [-0.664, -0.287, 0.726], [-0.185, 0.297, 1.048], [0.670, 1.418, 1.287], [0.200, 0.550, -0.085], [0.252, -0.259, 0.042], [-1.333, 0.004, 0.288], [-0.930, 3.658, -1.163], [-0.091, 0.816, 0.251], [-0.605, 1.332, -0.527], [-0.022, 0.865, 0.326], [0.130, 0.007, -0.649], [1.334, 0.064, 0.575], [-0.085, -0.022, -0.320], [-0.135, 0.071, -0.517], [0.983, -0.478, 0.369], [0.503, 0.034, -0.083], [0.640, 0.134, -0.332], [0.290, -0.073, 0.103], [-0.802, -0.627, -1.243], [-0.294, 0.102, -0.892], [0.177, 0.541, -0.350], [-0.056, 0.250, 0.334], [0.243, 0.367, 0.401], [0.313, 0.020, -0.324], [0.000, 1.223, 0.852], [-1.122, 0.675, 0.355], [-0.338, 0.075, -1.134], [0.065, 0.038, -0.004]],
  "mulliken_charge": [0.59, 0.78, 0.56, 0.26, 0.69, -0.56, 0.38, -1.13, -0.20, 0.15, 0.20, 0.26, -0.04, -0.80, 0.25, 0.32, 0.30, -0.45, -0.95, -0.77, -0.40, -0.69, 0.59, -0.98, -0.81, 0.29, -0.83, 0.35, -0.99, -0.97, 0.46, -0.02, 0.13, 0.32, 0.35, 0.87, 0.29, 0.40, 0.43, -0.30, 0.40, 0.04, 0.28, 0.30, 0.23, 0.32, -0.34, 0.31, 0.49, -1.32, 0.76, 0.35, 0.36, -0.38, 0.47, 0.37, -0.50, 0.17, 0.34, -0.18, -0.09, 0.52, 0.55, 0.40, 0.19, 0.34, -1.40, 0.51, 0.32, -0.47, 0.25, -0.77, 0.46, 0.28, 0.31, 0.54, 0.27, 0.24, 0.48, 0.06, 0.40, 0.63, 0.67, 0.42, 0.48, -0.84, 0.58, -0.87, 0.36, 0.27, -0.74, -0.57, 0.31, 0.12, 0.44, -1.06, 0.43, 1.60, 0.35, -0.81, 0.44, 0.51, 0.59, 0.37, 0.59, 0.50, 0.63, 0.34, 0.33, 0.50, -0.19, 0.28, 0.43, -1.01, -1.13, 0.46, 0.51, -1.10, 0.15, -0.79, 0.30, 0.42, -1.37, 0.44, 0.33, 0.39, 0.39, -0.72, -1.09, 0.40, -0.77, -0.15, 0.33, 0.37, -1.04, -0.80, -0.29, -0.88, 0.30, -0.15, 0.34, -0.54, 0.73, -1.16, 0.23, -0.03, -1.30, 0.26, 0.26, 0.40, 0.04, 0.46, 0.35, -0.41, 0.40, 0.38, -1.25, 0.36, 0.31, -0.54, 0.06, -0.54, 0.37],
  "charge": 4,
  "homo_ev": -15.30,
  "gap_ev": 7.11,
  "multiplicity": 1,
  "max_force_ev_per_a": 5.650
}